# H26O13

A 13-piece molecular cluster, H26O13 overall in a non-equilibrium geometry (ωB97M-V/def2-TZVPD, the Open Molecules 2025 dataset).

As for the charge: 0. For the orbital gap, the calculation gives 9.06 eV. The calculation puts the total energy at -993.499141 hartree.

Each line ends with the Mulliken charge.
Element x y z (Å)
H -0.572842 0.731549 -0.087394  0.28
H 0.737036 0.610169 0.330286  0.21
H 4.354667 -1.274199 3.025802  0.30
H 3.776731 0.001119 2.368233  0.27
H -3.497215 -3.574083 0.245476  0.26
H -3.677055 -2.326757 -0.609167  0.27
H 3.105597 0.089141 -0.156077  0.28
H 4.191840 -0.870812 -0.527181  0.27
H -0.218006 -1.636505 -1.158156  0.23
H -0.554213 -3.052212 -1.353712  0.32
H 1.816583 -3.599694 0.563883  0.24
H 2.197979 -2.837067 -0.806578  0.29
H 1.783761 4.299166 -0.402509  0.34
H 1.704413 2.894170 -0.987845  0.26
H -3.789282 -1.528400 -3.361745  0.32
H -2.477866 -1.200865 -2.435289  0.29
H -2.939011 -0.278264 3.074533  0.26
H -2.758070 -1.788760 3.416443  0.27
H -2.855622 1.043028 1.101274  0.25
H -2.431261 1.325999 2.684042  0.27
H 3.621976 0.407495 -2.177077  0.36
H 4.739697 -0.606701 -2.447897  0.29
H -3.643759 3.299986 -1.669233  0.31
H -3.839161 3.139323 -0.233440  0.32
H -0.519297 2.405035 1.689836  0.37
H -0.397374 2.376189 0.147702  0.26
O -0.072160 0.383384 0.683620  -0.62
O 4.419494 -0.317130 2.900862  -0.58
O -3.166667 -2.741397 0.013044  -0.51
O 4.102457 -0.068801 -0.064220  -0.61
O -0.469631 -2.368763 -0.648813  -0.59
O 1.570576 -2.871945 -0.032893  -0.45
O 1.807410 3.889520 -1.268349  -0.60
O -2.767252 -1.578914 -3.267849  -0.63
O -2.283840 -0.979195 3.072201  -0.48
O -2.112568 1.103387 1.728154  -0.51
O 4.190366 -0.007367 -2.927366  -0.60
O -4.219956 2.849367 -1.085104  -0.64
O -0.730758 2.951848 0.867436  -0.59

Atomic forces in eV per Å
H -0.71 -0.92 1.02
H 3.73 0.24 -0.56
H -0.36 0.56 -0.35
H -3.16 1.00 -2.74
H -1.04 -1.66 0.18
H -2.18 1.08 -2.33
H 2.06 -0.34 0.47
H 0.39 -1.84 -0.62
H 0.70 1.89 -0.79
H -0.12 0.47 0.96
H 0.35 0.31 -0.54
H -0.72 -0.59 1.46
H -0.09 0.42 0.28
H 0.36 2.93 -1.03
H 2.87 0.12 0.64
H -0.44 0.05 0.27
H -0.14 -0.46 -0.10
H 0.77 1.38 -0.53
H 0.05 0.22 0.86
H 0.43 -0.34 -3.04
H 1.78 -0.90 -2.13
H 0.81 -0.51 0.32
H 0.78 0.64 -1.37
H -0.45 -0.31 -0.27
H -0.67 0.95 -1.96
H -0.40 1.01 0.97
O -2.04 -0.44 -0.94
O 3.62 -1.62 3.23
O 2.84 0.43 2.21
O -2.73 2.03 0.58
O -2.70 -1.66 -1.06
O 2.84 -0.34 -0.28
O -0.29 -3.32 0.75
O -2.41 -0.21 -0.87
O -0.75 -2.01 1.15
O -1.83 0.62 2.59
O -2.37 1.53 1.29
O -0.22 -0.34 1.71
O 1.45 -0.07 0.56